Molecular formula: C45H45N8O3PS4Sn
Method: DFT, ωB97M-V with the def2-TZVPD basis set

For the LUMO energy, the calculation gives -0.114 eV. The orbital gap comes out at 7.3 eV. The HOMO energy comes out at -7.42 eV. The relative energy (zero: lowest compared OMol25 entry of this formula, charge and spin) is 0.711 eV. The largest force on an atom comes out at 0.0161 hartree/bohr.

Geometry (Å):
C 3.0345 -4.0102 2.1039
C -4.8512 3.0879 3.5732
N -2.5596 -2.7997 -0.8276
C 5.1144 -0.0319 -3.9545
C -3.7873 -3.3952 -0.3008
H -1.6730 -4.6530 -1.1319
O -2.0977 2.5195 -1.5827
C 2.2054 -3.4392 -0.1622
H -4.9290 -4.8544 -1.4853
C 1.8034 5.5514 -2.9282
H 3.3796 1.7220 -6.2677
H -3.6356 -0.0296 5.4883
H -0.9883 -3.3258 -2.0767
C 2.4397 4.4184 -2.4581
N 0.6908 3.4815 3.2532
H 5.9237 -0.7464 -3.8745
H -0.0293 4.1666 3.4096
C 3.6938 1.3559 -5.2986
H 2.6166 3.8770 0.6392
C -3.4674 1.1212 3.6845
C -1.9190 -3.7643 -1.7206
H -5.3428 1.4420 6.4874
C 0.4245 5.6542 -2.8726
H 4.7169 -0.0124 -1.8457
H -5.1861 3.9664 3.0373
C 1.5883 -3.0084 -2.2495
H -5.6999 -3.2668 -1.3827
C 0.9724 -2.3672 -3.4390
C 4.4493 0.3928 -2.8157
C 5.3931 2.7645 -0.9198
C 3.6675 3.7748 0.3987
H -6.1480 3.4254 5.2487
C 2.8070 -4.4986 -0.7776
H -4.7351 -1.1725 3.5680
N -0.9462 1.9343 3.0780
C -5.3857 2.7893 4.8186
C -2.9084 -3.9192 2.8585
C -2.4530 0.2491 3.0415
H 1.7261 -2.1978 -4.2088
H -0.0689 6.5529 -3.2180
C -3.9039 -1.7877 3.2592
H 0.5194 -1.4232 -3.1536
C -2.8692 -4.1154 -2.8981
H 0.0351 -1.1533 3.8419
O -0.2862 0.9175 -1.9168
C -0.3176 4.6022 -2.3694
C -3.9884 0.8383 4.9447
H 3.3888 -5.2913 -0.3396
C 1.6146 -2.4221 3.2633
H -3.0848 -5.1862 -2.9342
N -1.6864 -1.9260 2.3895
C -3.8917 2.2640 3.0096
O -0.4702 2.1064 0.1828
C 1.7134 3.3466 -1.9299
H 5.2795 0.1448 -6.0873
C 3.4292 1.3425 -2.8997
H -3.4709 2.4887 2.0378
H 0.2126 -3.0210 -3.8735
S 2.7868 -3.6057 3.7447
H 7.3818 3.4477 -0.5353
C -4.9431 1.6706 5.5079
C 0.3154 2.2317 2.9177
H 1.6361 3.7680 3.0833
H -4.2501 -2.6721 0.3739
H -3.5092 -4.2744 0.2815
C -2.8990 -1.5929 -1.5828
H -3.3513 -0.8733 -0.8953
H 0.6102 -2.2434 5.1317
H 2.2161 2.4916 -4.2470
C 5.9565 4.4140 0.7435
C -4.7384 -3.7785 -1.4639
C 2.2493 -3.2467 1.2902
H 4.3141 5.2093 1.8589
S 2.5161 -4.4725 -2.4584
C -2.7019 -1.1906 2.8620
P 2.6555 1.8841 -1.3273
H 1.5621 -0.8238 4.6587
H 5.7275 2.0835 -1.6894
C -1.7945 -3.2456 2.3846
H -0.9305 -3.7789 2.0022
S 1.5934 1.1308 2.4785
C -3.9962 -3.1668 3.2758
C 0.3128 3.4519 -1.9143
C 3.0386 1.7963 -4.1576
H 6.6997 5.0057 1.2616
C 4.0440 2.8773 -0.6036
H -4.9053 -3.6480 3.6121
N -1.2826 0.6901 2.7193
C 4.6122 4.5284 1.0708
H -2.4447 -3.8321 -3.8648
H 3.5194 4.3588 -2.5041
H 2.3903 6.3619 -3.3409
H -3.4425 -1.7016 -3.7103
H 3.7322 -4.7847 1.8373
C 6.3385 3.5425 -0.2616
H -2.9335 -4.9995 2.8904
S -0.7438 2.1520 -1.2750
N -4.1341 -3.4006 -2.7387
H -1.9766 -1.1465 -1.9567
Sn 0.1638 -0.2269 0.7773
C 4.7469 0.4592 -5.1992
N 1.4565 -2.3404 1.9765
H -4.8243 -1.4412 -2.6403
C 0.9080 -1.6154 4.2918
C -3.8681 -1.9592 -2.7383
H -1.3982 4.6364 -2.3248
N 1.5250 -2.6097 -1.0194

Forces on atoms 1 to 6 (eV/Å):
C 0.0 0.1 0.1
C 0.0 0.0 -0.1
N 0.0 -0.1 0.1
C 0.1 -0.1 0.0
C 0.0 0.0 -0.1
H 0.1 0.0 0.0

***

Molecular formula: C45H45N9
Method: DFT, ωB97M-V with the def2-TZVPD basis set

For the LUMO energy, the calculation gives 0.506 eV. The orbital gap comes out at 9.9 eV. The HOMO energy comes out at -9.38 eV. The relative energy (zero: lowest compared OMol25 entry of this formula, charge and spin) is 0.695 eV. The largest force on an atom comes out at 0.0316 hartree/bohr. Its structure (SMILES) is c1ccncc1.c1ccncc1.c1ccncc1.c1ccncc1.c1ccncc1.c1ccncc1.c1ccncc1.c1ccncc1.c1ccncc1.

Geometry (Å):
C 0.7816 -0.0179 0.9320
H -6.5255 1.0863 4.1195
C 2.2509 6.8211 -0.2200
N -4.1949 1.9775 -1.3899
C 1.8928 0.1971 0.1329
H 5.9182 2.8920 -3.4711
C 0.1191 -5.7083 -0.4742
H -4.7590 -4.6294 1.9803
C -3.2150 1.3024 3.6129
H 6.9228 -1.8230 -1.1322
N -0.5004 -6.3784 1.7617
C -5.4291 2.2903 -0.9982
C -3.2085 2.8101 -1.0653
H -0.9290 -7.5085 0.1496
H 6.5852 -0.5021 -5.9307
C -0.1143 1.0514 1.0133
C -2.9144 -1.6315 -3.3558
H -4.6032 -0.3432 3.5831
C 2.0967 1.4229 -0.4889
C -4.7534 4.3937 -0.0842
C -4.3489 3.4194 3.6489
C 4.4437 -4.1671 0.4818
C 5.7140 1.8453 -3.6753
C -2.5277 -2.6571 3.5608
H 2.5957 7.5392 1.7226
H -1.7097 -2.0519 0.4548
H -0.5291 -3.7960 -3.7334
N 0.0461 6.0496 -0.7446
H -2.8911 0.0376 -1.8910
C 0.1794 -5.3366 2.2236
C 1.2206 2.4528 -0.2069
H -3.5688 -3.6182 0.0494
N 5.1622 1.0961 -2.7223
H -0.7332 -0.3363 -1.1618
N 6.4336 -3.7849 -0.7635
H 0.6411 -0.9780 1.4092
C 6.2666 1.3169 -4.8369
C -4.4517 0.7080 3.7944
C -5.7477 3.4388 -0.3051
H -2.1652 2.5986 -1.2627
H -0.9938 0.9245 1.6383
H 5.6315 -5.6786 -0.4393
C 0.5364 6.8579 1.4416
N -5.5515 2.8669 3.8315
H 6.7334 2.0046 -5.5281
C -3.1732 2.6893 3.5421
C -3.9159 -3.9685 2.1303
C -5.5561 1.5399 3.9319
H -2.6623 4.7385 -0.3229
H 2.7036 -0.5228 0.0800
C -1.1043 -1.0061 -1.9249
H -4.0219 -3.9934 4.2898
C -2.3844 -0.7853 -2.3822
C -0.3153 6.2706 0.5219
H 3.5042 -2.4924 1.3651
C -1.0235 -2.9160 -3.3385
C 5.2475 -1.9275 0.1985
H 3.0027 1.5636 -1.0676
C 0.8199 -4.4216 1.3911
H -2.2418 -2.2948 4.5419
H 1.3541 -3.5897 1.8339
H 4.4876 -0.6920 -2.1777
C -0.4833 -6.5604 0.4336
C 0.7443 -4.5703 0.0199
H 5.1392 -0.8556 0.2985
H 1.5356 5.9617 -2.1060
C -2.2117 -2.5082 1.2993
C 5.4113 -0.8208 -4.1661
N -2.2442 -2.6718 -3.8256
C -3.4834 4.0525 -0.4965
H 3.7727 -4.8475 0.9891
H -0.0385 -5.9392 -1.5193
H -6.2003 1.5820 -1.2801
H 0.1835 -5.1494 3.2917
N 0.0684 2.2418 0.4579
H -2.2576 3.2312 3.3418
C -3.2100 -3.4603 1.0594
H -5.0194 5.3131 0.4172
H 5.3109 -1.8800 -4.3504
H -2.2749 0.7776 3.5012
C 5.4941 -4.6122 -0.3061
C -3.5085 -3.6169 3.4139
C 1.8413 7.1232 1.0665
H -1.3394 6.0106 0.7510
H -4.3115 4.4821 3.4328
H 0.2620 7.1546 2.4460
H 3.2632 6.8546 -0.6015
C 4.3156 -2.8041 0.7160
C -0.4152 -2.1201 -2.3828
C 1.3142 6.2574 -1.0851
C 6.2653 -2.4836 -0.5744
H -6.7688 3.6774 -0.0362
H 0.6130 -2.2603 -2.0739
H 1.1660 -3.8391 -0.6549
H -3.9601 -1.4696 -3.5967
C 4.9725 -0.1954 -3.0118
C 6.1559 -0.0465 -5.0460
H 1.2694 3.4551 -0.6154
N -1.8994 -2.1093 2.5190

Forces on atoms 1 to 6 (eV/Å):
C 0.4 0.5 -0.7
H 0.0 0.0 -0.2
C -0.3 -1.1 -0.8
N 0.6 -0.5 0.3
C 0.5 0.0 0.3
H -0.4 0.0 0.2

***

Molecular formula: C45H46AsClCrFN6OS3
Method: DFT, ωB97M-V with the def2-TZVPD basis set

As for the multiplicity: 5. Its expectation value of S² is 6.027. For the LUMO energy (spin up / spin down), the calculation gives 2.167 / 2.166 eV. The orbital gap (spin up / spin down) comes out at 6.1 / 6.7 eV. The HOMO energy (spin up / spin down) comes out at -3.95 / -4.50 eV. Its total charge is -1. The relative energy (zero: lowest compared OMol25 entry of this formula, charge and spin) is 0.000 eV. The largest force on an atom comes out at 0.0548 hartree/bohr.

Geometry (Å):
C -24.1733 5.1037 -11.4361
C -18.5697 0.3980 -8.3118
H -28.5787 -1.0282 -4.1537
C -21.4565 -2.7786 -5.7964
C -21.5093 -4.0136 -5.1773
H -18.4829 -1.6557 -4.6916
H -23.5802 8.3433 -10.5779
S -24.0300 -0.3456 -5.7479
H -22.9487 6.6248 -12.2736
H -16.9339 -1.9668 -8.2272
C -16.5574 1.2663 -9.5988
H -26.7715 3.4595 -15.2807
C -22.9879 3.1842 -5.9951
C -29.7458 3.6561 -10.0448
C -21.7350 5.1122 -7.5604
C -20.2646 -0.6125 -6.4244
H -26.8311 0.9233 -15.6401
C -19.3982 -2.2707 -4.7992
C -17.0335 0.2814 -8.5304
C -30.0037 3.4702 -8.6727
H -28.0351 -3.1365 -5.9922
H -26.1809 4.3616 -13.0378
C -20.3877 -1.9127 -5.6535
N -22.6659 0.3400 -8.8398
H -15.4624 1.2132 -9.6650
C -22.3222 -0.9498 -9.0335
H -22.6257 4.1672 -9.2287
H -16.4738 1.7617 -7.0874
C -25.4783 5.7592 -9.5508
H -23.8304 4.4240 -12.1814
C -21.5665 1.0198 -9.2442
H -16.8172 2.2848 -9.3526
As -25.5886 2.9070 -10.2915
H -30.5316 4.0654 -10.6267
C -28.4568 3.4879 -10.5474
H -25.6968 0.3830 -11.5546
C -23.2016 3.0950 -7.3650
H -19.6746 1.5476 -7.2230
H -25.6999 -2.5807 -6.7964
N -21.1259 -1.1275 -9.5443
N -26.5880 -0.4792 -4.6967
H -25.5448 0.4236 -3.0973
H -18.8309 -0.3297 -10.4095
C -26.1791 3.3052 -13.2532
H -26.1696 5.4577 -8.7329
H -20.0569 0.2007 -5.6889
C -27.7319 -1.2588 -4.7727
C -25.9819 1.0996 -12.3530
H -21.1767 5.8084 -8.1585
H -18.5770 -3.7731 -3.4856
C -22.3350 4.2409 -5.3765
C -16.3284 0.6981 -7.2651
C -25.6091 -0.9470 -5.5188
H -22.3395 -4.6832 -5.3027
H -16.9245 0.9831 -10.6027
C -26.3034 0.5953 -13.6083
C -26.5392 2.7874 -14.4908
H -22.9620 -1.8034 -8.8652
C -27.4403 3.0867 -9.6972
C -25.9244 2.4684 -12.1785
H -18.2389 -0.9480 -6.6945
C -28.9905 3.1297 -7.8129
C -19.0606 -0.7924 -7.3938
S -26.3941 2.6028 -7.1463
H -30.9953 3.6462 -8.2896
H -26.0321 1.5006 -4.4800
Cr -24.4388 1.4609 -8.0851
H -15.2368 0.5628 -7.4463
H -25.1483 7.7699 -8.8394
H -21.2038 -0.4349 -6.9450
H -22.2529 -2.4944 -6.4722
C -26.3455 0.6880 -3.8451
C -19.2549 0.4106 -9.7200
C -24.0314 7.3503 -10.5900
C -27.6637 2.9626 -8.3055
F -21.0801 6.2684 -5.5719
N -20.6614 0.1504 -9.6450
H -17.2491 -1.4563 -9.8909
H -27.3142 0.9055 -3.3598
C -27.4294 -2.2627 -5.6467
C -24.9727 7.0404 -9.6220
C -21.7276 5.2222 -6.1746
O -18.7909 1.6137 -7.6438
N -26.1387 -2.0560 -6.0655
C -23.6488 6.4118 -11.4952
H -21.3780 2.0785 -9.2453
H -16.5486 0.1591 -6.3500
H -26.3008 -0.4917 -13.7506
C -25.0835 4.7742 -10.4541
C -26.5981 1.4031 -14.7072
H -15.6472 -1.2983 -9.3293
H -29.1290 3.0350 -6.7315
C -19.4380 -3.4630 -4.0921
S -25.4877 -3.0906 -9.2160
C -16.6528 -1.1722 -9.0170
H -19.3257 -1.7168 -7.9691
H -28.2278 3.7245 -11.5672
C -20.4886 -4.3364 -4.2971
H -23.4296 2.4218 -5.3272
C -22.5117 4.0761 -8.1217
Cl -20.3823 -5.9253 -3.5095
H -22.3073 4.2424 -4.3007
H -19.1432 1.4151 -10.1207
N -25.4877 -0.2881 -8.7721
C -25.5258 -1.4574 -8.9808

Forces on atoms 1 to 6 (eV/Å):
C 0.4 1.6 0.1
C -0.4 -1.5 -0.2
H -0.1 -0.1 -0.2
C -0.5 -0.1 -0.9
C 0.2 0.0 0.7
H -0.7 -0.2 0.0

***

Molecular formula: C45H46AsCoN5O2S4
Method: DFT, ωB97M-V with the def2-TZVPD basis set

As for the multiplicity: 2. Its expectation value of S² is 0.758. For the LUMO energy (spin up / spin down), the calculation gives -4.824 / -4.672 eV. The orbital gap (spin up / spin down) comes out at 7.5 / 7.7 eV. The HOMO energy (spin up / spin down) comes out at -12.37 / -12.36 eV. Its total charge is +2. The relative energy (zero: lowest compared OMol25 entry of this formula, charge and spin) is 0.111 eV. The largest force on an atom comes out at 0.0149 hartree/bohr.

Geometry (Å):
C -0.5586 -2.5841 5.9565
H 1.9747 2.1259 6.2940
C -0.6279 -2.6185 4.5726
C -1.8352 0.8197 -2.6427
C 3.4305 -0.0932 -3.4412
H 0.3345 5.7797 -1.6620
H 3.9554 -1.7438 -5.3702
C -0.8282 -3.8743 1.5084
C -0.2511 4.9671 -2.0709
C -0.5066 -5.1770 1.1445
N 2.9049 -2.4926 -3.7354
H 1.3370 3.0028 4.9179
C 1.8041 -2.1283 5.8344
S 0.1022 1.0291 5.4325
C 5.5616 0.9982 -3.4882
H 1.5212 -5.4030 -2.8289
H 0.5288 -5.4824 1.0547
H 2.7511 -1.9568 6.3290
C 2.2633 -3.0829 1.4394
H 2.5852 -1.3586 0.2147
C 4.3293 -2.6187 0.3150
C 2.7488 1.4030 4.4172
H 3.1547 -5.2281 -3.4846
H 3.3574 0.7377 5.0267
S -0.6038 1.9238 1.4008
H -3.3869 -1.0041 -4.4050
C 1.0210 2.6142 1.8324
H -3.0356 1.5988 -4.1851
H -2.5812 4.4299 -4.5070
H 5.8851 -4.0675 0.6002
H 3.1374 2.2473 1.7242
C 2.2089 1.6739 1.6898
H 6.6386 0.9529 -3.3981
N -1.6205 -1.2867 -1.5734
C 0.5228 -2.3904 3.8223
C -2.1563 -0.5862 -2.6273
H -1.2368 6.2452 -3.4927
H 4.9315 -1.9684 -0.3071
C -1.9401 -2.5458 -1.6588
H 0.6069 3.4928 -0.7736
C -1.7461 2.9581 -3.1565
H -2.1820 0.8079 2.6539
H 5.5221 3.1023 -3.8861
H 3.3197 -3.3795 -5.5743
C 3.5506 2.2534 -3.8893
H -1.6449 -3.2928 -0.9418
C -2.1622 -3.4817 1.6248
O 1.3089 -0.3655 -1.5716
C 4.9322 2.2036 -3.7662
C 1.6187 2.0117 5.2706
H -1.5728 -2.8271 4.0888
H 1.7553 -4.9762 -4.5279
C -0.1017 3.6983 -1.5551
H 0.9408 2.9918 2.8488
O 0.0029 -1.1325 1.1459
N -2.3307 1.7464 -3.4825
C 2.1119 -3.3927 -3.1352
H 3.0573 3.1902 -4.1126
S 2.2723 0.4032 2.9769
H -1.2823 -7.1035 0.6100
C 4.8116 -0.1544 -3.3101
H -2.0003 1.7272 4.7237
N -0.9809 1.3246 -1.7777
C 3.0198 -2.2672 0.6100
H -3.6433 -6.4197 0.8413
C 4.8662 -3.7880 0.8354
H 4.7487 -3.1044 -4.5610
C -1.5259 -6.0879 0.8936
H 2.1710 1.1411 0.7365
C -1.1466 5.2347 -3.1185
C -0.8826 2.6797 -2.0933
C 0.6546 -2.3360 6.5846
C -2.8534 -5.7021 1.0211
H 5.2970 -1.0918 -3.0675
C 1.3301 -2.7510 -2.2016
H 1.7171 1.1256 -3.8393
C -1.9032 4.2334 -3.6872
H 0.7049 -2.3097 7.6653
H 2.6354 -1.9820 3.8622
C 3.7885 -2.6939 -4.8720
Co -0.2817 -0.0198 -0.4275
N 2.6319 -1.2522 -3.2069
C -2.8892 -1.3202 -3.5023
C -3.1742 -4.3993 1.3877
H 0.6347 -3.2103 -1.5237
H -0.5976 0.0703 2.9293
C 2.7935 1.1026 -3.7359
H -4.2095 -4.1012 1.4884
C 2.8094 -4.2392 1.9941
H -1.4485 -2.7623 6.5447
H 4.5391 -5.4987 2.0911
C -1.1359 1.0131 2.8903
H -2.4002 -2.4559 1.8820
S -2.9129 -2.9476 -2.9982
C 1.7425 -2.1517 4.4507
C 1.6688 -1.3787 -2.2394
H 2.2323 -4.8460 2.6831
As 0.4920 -2.5401 1.9134
C -1.0355 1.7689 4.2204
H 1.1413 3.4823 1.1876
C 2.1392 -4.8310 -3.5164
H -0.7897 2.8228 4.0956
H 3.4003 2.1971 4.0478
C 4.1093 -4.5972 1.6753

Forces on atoms 1 to 6 (eV/Å):
C 0.1 0.0 0.1
H 0.1 0.1 0.0
C 0.1 0.1 -0.1
C 0.0 0.3 0.0
C 0.0 0.0 0.0
H 0.0 0.0 0.0

***

Question: What is the largest force on an atom in the first record?
Answer: 0.0161 hartree/bohr